Molecular formula: C23H29N3O6S2
Method: DFT, the ωB97M-V functional and the def2-TZVPD basis

Its HOMO-LUMO gap is 9.0 eV. The relative energy (zero: lowest compared OMol25 entry of this formula, charge and spin) is 0.0 kcal per mole. Its SMILES is CCN(CC)S(=O)(=O)c1ccc(C)c(NC(=O)COC(=O)[C@@H]2CCCN2C(=O)c2cccs2)c1. The largest force on an atom comes out at 1.13 eV/Å. For the lowest unoccupied orbital energy, the calculation gives 0.3 eV.

Geometry (Å):
C: 2.34 -2.36 -3.91
C: 3.72 -1.99 -3.37
N: 3.75 -0.85 -2.49
C: 3.27 0.43 -2.96
C: 4.15 0.99 -4.08
S: 3.59 -1.18 -0.88
O: 4.44 -2.30 -0.57
O: 3.80 0.04 -0.15
C: 1.89 -1.70 -0.63
C: 1.60 -3.00 -0.27
C: 0.28 -3.38 -0.12
C: -0.76 -2.49 -0.35
C: -2.19 -2.91 -0.19
C: -0.44 -1.18 -0.74
N: -1.48 -0.27 -0.98
C: -1.45 0.69 -1.93
O: -0.62 0.79 -2.80
C: -2.66 1.65 -1.89
O: -3.30 1.75 -0.62
C: -2.56 2.25 0.37
O: -1.42 2.61 0.24
C: -3.34 2.32 1.68
C: -3.53 3.77 2.13
C: -2.23 4.06 2.88
C: -1.97 2.75 3.62
N: -2.50 1.74 2.73
C: -2.08 0.47 2.53
O: -2.52 -0.18 1.59
C: -1.10 -0.11 3.45
C: -0.81 0.10 4.77
C: 0.22 -0.73 5.23
C: 0.71 -1.55 4.26
S: -0.09 -1.35 2.77
C: 0.88 -0.79 -0.86
H: 1.93 -1.56 -4.52
H: 2.43 -3.25 -4.53
H: 1.65 -2.57 -3.10
H: 4.40 -1.80 -4.21
H: 4.13 -2.82 -2.79
H: 2.23 0.37 -3.30
H: 3.33 1.09 -2.10
H: 4.05 0.40 -4.99
H: 3.85 2.01 -4.30
H: 5.19 0.98 -3.77
H: 2.42 -3.68 -0.10
H: 0.05 -4.39 0.18
H: -2.74 -2.73 -1.11
H: -2.65 -2.32 0.60
H: -2.26 -3.96 0.06
H: -2.23 -0.29 -0.29
H: -2.30 2.63 -2.21
H: -3.42 1.29 -2.58
H: -4.27 1.76 1.57
H: -3.69 4.44 1.29
H: -4.39 3.84 2.80
H: -2.32 4.91 3.56
H: -1.43 4.25 2.17
H: -0.91 2.58 3.80
H: -2.51 2.72 4.57
H: -1.34 0.78 5.40
H: 0.59 -0.72 6.25
H: 1.51 -2.27 4.34
H: 1.12 0.23 -1.12

Here are the Löwdin charges for atoms 1 to 5, given in e:
1. C -0.0579
2. C -0.2462
3. N -0.2537
4. C -0.2648
5. C -0.0689

Molecular formula: C23H29N5O2S
Method: DFT, the ωB97M-V functional and the def2-TZVPD basis

Its HOMO-LUMO gap is 7.7 eV. The relative energy (zero: lowest compared OMol25 entry of this formula, charge and spin) is 489.4 kcal per mole. The largest force on an atom comes out at 19.89 eV/Å. For the lowest unoccupied orbital energy, the calculation gives -0.1 eV.

Geometry (Å):
C: -1.03 -6.15 -2.10
C: -1.46 -4.88 -1.56
C: -0.61 -3.86 -1.50
C: -1.24 -2.62 -0.79
C: -2.63 -2.77 -0.59
N: -3.43 -2.00 0.07
C: -3.01 -0.73 0.35
N: -1.70 -0.44 -0.07
C: -0.74 -1.31 -0.41
N: 0.43 -0.87 -0.29
C: 0.82 0.37 0.07
H: 0.30 1.10 -0.78
C: 2.04 1.05 -0.01
N: 2.87 0.01 1.10
C: 4.10 0.39 1.45
O: 4.62 -0.36 2.54
C: 4.71 1.63 1.16
C: 6.01 2.02 1.71
C: 6.37 2.96 0.74
C: 5.47 3.18 0.01
O: 4.52 2.34 -0.04
H: 5.44 3.87 -0.74
H: 7.33 3.59 1.00
H: 6.60 1.50 2.63
C: 2.31 -1.23 1.20
C: 1.49 -1.81 0.19
H: 2.22 -1.73 -0.52
H: 1.19 -2.88 0.41
H: 1.48 -0.91 2.36
H: 2.90 -1.80 1.94
H: 2.29 1.86 0.25
H: 2.61 0.78 -1.03
H: 0.21 0.68 1.05
C: -4.11 0.28 0.54
N: -3.76 1.63 0.48
C: -3.29 1.79 -0.87
C: -3.37 3.54 -1.11
C: -2.44 4.02 0.37
C: -2.80 3.54 1.50
C: -2.68 1.97 1.57
H: -3.30 1.65 2.59
H: -1.68 1.63 1.55
H: -3.78 4.00 1.78
H: -2.18 4.06 2.31
H: -2.34 5.20 0.04
H: -1.57 3.76 -0.14
H: -4.52 3.91 -0.71
H: -3.27 3.89 -1.91
H: -4.03 1.51 -1.71
H: -2.21 1.62 -1.07
H: -4.36 -0.11 1.51
H: -4.93 -0.08 -0.16
S: -3.03 -4.71 -0.98
C: 0.69 -3.62 -2.02
H: 1.44 -4.12 -1.42
H: 0.75 -4.32 -2.88
H: 1.06 -2.53 -2.38
H: 0.03 -6.46 -1.74
H: -1.73 -6.94 -1.97
H: -1.06 -6.11 -3.00

Here are the Löwdin charges for atoms 1 to 5, given in e:
1. C -0.0914
2. C -0.6739
3. C -0.3079
4. C -0.0505
5. C -0.3469

Molecular formula: C23H29N5O3S
Method: DFT, the ωB97M-V functional and the def2-TZVPD basis

Its HOMO-LUMO gap is 8.7 eV. The relative energy (zero: lowest compared OMol25 entry of this formula, charge and spin) is 0.0 kcal per mole. Its SMILES is CCCc1nnc(NC(=O)C2CCN(C(=O)[C@@H]3CC(=O)N(c4ccc(C)cc4)C3)CC2)s1. The largest force on an atom comes out at 1.77 eV/Å. For the lowest unoccupied orbital energy, the calculation gives 0.5 eV.

Geometry (Å):
C: -4.53 -3.12 -0.28
C: -3.10 -3.15 0.23
C: -2.13 -2.54 -0.78
C: -0.74 -2.52 -0.29
N: -0.34 -2.95 0.85
N: 0.95 -2.79 1.09
C: 1.58 -2.20 0.13
N: 2.91 -1.88 0.17
C: 3.49 -1.14 -0.81
O: 2.87 -0.84 -1.81
C: 4.95 -0.73 -0.63
C: 5.15 0.58 -1.39
C: 4.15 1.63 -0.85
N: 3.76 1.27 0.49
C: 2.51 1.10 0.99
O: 2.34 0.68 2.12
C: 1.33 1.46 0.10
C: 1.12 2.95 -0.15
C: -0.38 3.07 -0.37
O: -0.94 4.00 -0.90
N: -0.96 1.95 0.14
C: -2.32 1.62 0.14
C: -3.19 2.19 -0.80
C: -4.53 1.83 -0.80
C: -5.03 0.90 0.10
C: -6.49 0.53 0.08
C: -4.16 0.35 1.03
C: -2.82 0.70 1.06
C: 0.01 1.07 0.77
C: 4.89 0.86 1.31
C: 5.41 -0.51 0.82
S: 0.57 -1.81 -1.25
H: -4.84 -2.10 -0.49
H: -5.20 -3.54 0.45
H: -4.62 -3.69 -1.20
H: -2.79 -4.17 0.44
H: -3.02 -2.59 1.17
H: -2.44 -1.51 -1.01
H: -2.17 -3.10 -1.72
H: 3.37 -2.10 1.05
H: 5.55 -1.52 -1.09
H: 4.97 0.43 -2.46
H: 6.18 0.92 -1.26
H: 4.60 2.62 -0.85
H: 3.27 1.65 -1.50
H: 1.43 0.93 -0.86
H: 1.67 3.36 -1.00
H: 1.38 3.54 0.74
H: -2.82 2.91 -1.50
H: -5.19 2.27 -1.54
H: -6.78 0.21 -0.92
H: -6.69 -0.27 0.78
H: -7.10 1.39 0.34
H: -4.53 -0.36 1.76
H: -2.18 0.26 1.80
H: -0.25 0.03 0.60
H: 0.08 1.24 1.85
H: 5.66 1.62 1.23
H: 4.55 0.80 2.34
H: 5.08 -1.31 1.48
H: 6.50 -0.51 0.84

Here are the Löwdin charges for atoms 1 to 5, given in e:
1. C -0.1035
2. C -0.2630
3. C -0.2110
4. C -0.5832
5. N 0.0076

Molecular formula: C23H29NO4
Method: DFT, the ωB97M-V functional and the def2-TZVPD basis

Its HOMO-LUMO gap is 8.0 eV. The relative energy (zero: lowest compared OMol25 entry of this formula, charge and spin) is 531.6 kcal per mole. Its SMILES is COC(=O)c1ccc(CN2CCC(CO)(CCOc3ccccc3)CC2)cc1. The largest force on an atom comes out at 17.87 eV/Å. For the lowest unoccupied orbital energy, the calculation gives 0.6 eV.

Geometry (Å):
C: 4.80 1.47 2.08
O: 3.45 1.65 1.50
C: 3.10 1.79 0.39
O: 3.89 1.52 -0.35
C: 1.72 2.25 -0.07
C: 1.25 2.19 -1.36
C: 0.03 2.44 -1.58
C: -0.96 3.06 -0.55
C: -2.43 3.07 -0.78
N: -3.17 1.77 -0.72
C: -3.45 1.39 0.67
C: -2.46 0.33 0.85
C: -3.09 -0.88 0.18
C: -4.00 -1.89 0.76
O: -3.56 -2.34 2.05
C: -1.83 -1.90 -0.18
C: -0.89 -2.34 0.99
O: -0.02 -3.33 0.45
C: 1.19 -2.94 -0.05
C: 1.93 -4.20 -0.47
C: 3.12 -3.94 -1.09
C: 3.63 -2.39 -1.35
C: 2.83 -1.50 -1.19
C: 1.60 -1.67 -0.10
C: -3.55 -0.32 -1.25
C: -2.93 0.92 -1.53
C: -0.55 3.04 0.64
C: 0.89 2.44 0.94
H: 5.62 2.13 1.51
H: 5.12 0.54 1.64
H: 4.88 1.51 3.05
H: 1.97 1.81 -2.11
H: -0.30 2.55 -2.39
H: -2.38 3.36 -1.84
H: -2.65 3.81 -0.13
H: -3.18 2.29 1.24
H: -4.29 1.25 0.59
H: -2.70 -0.01 2.08
H: -1.56 0.47 0.65
H: -4.45 -2.59 0.15
H: -4.95 -1.11 0.74
H: -4.38 -2.61 2.30
H: -1.21 -1.27 -1.06
H: -1.94 -2.83 -0.81
H: -1.57 -2.66 1.61
H: -0.48 -1.60 1.42
H: 1.50 -5.10 -0.18
H: 3.62 -4.65 -1.13
H: 4.61 -2.51 -1.73
H: 3.03 -0.38 -1.15
H: 1.00 -0.78 -0.08
H: -4.60 -0.44 -1.22
H: -3.36 -1.01 -2.13
H: -1.78 0.87 -2.01
H: -3.13 1.20 -2.71
H: -1.12 3.24 1.40
H: 1.23 2.77 2.11

Here are the Löwdin charges for atoms 1 to 5, given in e:
1. C 0.0762
2. O 0.0474
3. C -0.7352
4. O 0.1640
5. C -0.1520

Molecular formula: C23H30BF4HfO5
Method: DFT, the ωB97M-V functional and the def2-TZVPD basis

Its HOMO-LUMO gap (alpha / beta) is 2.4 / 2.4 eV. The relative energy (zero: lowest compared OMol25 entry of this formula, charge and spin) is 0.0 kcal per mole. The charge is -1. The largest force on an atom comes out at 2.53 eV/Å. For the lowest unoccupied orbital energy (alpha / beta), the calculation gives 2.3 / 2.3 eV.

Geometry (Å):
C: -0.15 -0.20 -3.48
C: -0.66 -1.20 -2.40
C: -0.32 1.22 -2.93
C: -1.42 1.08 -1.87
H: -0.58 1.91 -3.74
H: 0.62 1.56 -2.47
C: -1.09 -0.33 -1.21
H: 0.14 -1.91 -2.18
H: -1.52 -1.76 -2.80
C: 0.07 -0.21 -0.23
H: -1.98 -0.73 -0.72
H: -2.38 0.95 -2.40
C: -1.59 2.20 -0.96
C: 1.32 -0.35 -3.86
C: -0.99 -0.37 -4.77
O: -1.79 0.50 -5.10
O: 2.14 -0.91 -3.16
O: 1.64 0.25 -5.02
O: -0.88 -1.49 -5.51
C: 0.05 -2.58 -5.26
H: 0.14 -2.86 -4.20
H: 1.03 -2.32 -5.68
H: -0.37 -3.41 -5.82
C: 3.04 0.25 -5.31
H: 3.60 0.77 -4.53
H: 3.13 0.77 -6.26
H: 3.42 -0.78 -5.40
O: -0.30 0.23 1.06
H: 0.87 0.42 -0.65
H: 0.57 -1.19 -0.11
C: -2.94 2.54 -0.53
C: -0.46 3.05 -0.56
H: -0.02 3.60 -1.41
H: 0.35 2.47 -0.08
H: -0.81 3.79 0.17
H: -2.95 2.91 0.51
H: -3.61 1.68 -0.60
H: -3.37 3.35 -1.15
Hf: 0.00 -0.08 3.00
C: -1.86 -1.08 4.40
C: -2.36 -0.97 3.07
C: -1.60 -1.83 2.23
H: -3.22 -0.34 2.81
C: -0.54 -2.40 3.02
C: -0.71 -1.93 4.38
H: -0.19 -2.34 5.25
H: -2.37 -0.65 5.26
H: -1.88 -2.14 1.21
H: 0.13 -3.20 2.72
C: 2.12 1.36 3.35
C: 2.25 0.25 4.23
C: 2.19 -0.95 3.45
H: 2.56 0.30 5.27
C: 2.21 -0.56 2.07
C: 2.16 0.88 2.02
H: 2.32 1.50 1.13
H: 2.00 2.40 3.64
H: 2.33 -1.95 3.83
H: 2.48 -1.22 1.23
F: -0.43 1.10 4.49
B: 0.10 0.27 7.09
F: 1.11 -0.60 6.81
F: 0.39 1.50 7.51
F: -1.16 -0.21 7.16

Here are the Löwdin charges for atoms 1 to 5, given in e:
1. C -0.2566
2. C -0.0748
3. C -0.0660
4. C -0.2870
5. H 0.1340

Molecular formula: C23H30F5O6TeTl
Method: DFT, the ωB97M-V functional and the def2-TZVPD basis

Its HOMO-LUMO gap (alpha / beta) is 3.8 / 3.6 eV. The relative energy (zero: lowest compared OMol25 entry of this formula, charge and spin) is 40.7 kcal per mole. The charge is -2. The largest force on an atom comes out at 6.32 eV/Å. For the lowest unoccupied orbital energy (alpha / beta), the calculation gives 3.4 / 3.5 eV.

Geometry (Å):
C: 0.21 -1.06 -3.71
C: 0.41 -0.07 -2.56
C: 0.38 -2.47 -3.16
C: 1.13 -2.33 -1.79
H: 0.98 -3.07 -3.87
H: -0.60 -2.94 -3.05
C: 1.39 -0.72 -1.61
H: -0.55 0.07 -2.06
H: 0.70 0.92 -2.96
C: 1.56 0.01 -0.19
H: 2.39 -0.53 -2.11
H: 2.15 -2.73 -1.93
C: 0.43 -3.11 -0.75
C: -1.08 -0.89 -4.48
C: 1.19 -0.87 -4.89
O: 1.83 -1.72 -5.40
O: -2.05 -0.20 -4.12
O: -1.07 -1.55 -5.65
O: 1.18 0.41 -5.34
C: 1.86 0.53 -6.60
H: 1.74 1.57 -6.88
H: 1.39 -0.14 -7.33
H: 2.91 0.25 -6.48
C: -2.23 -1.32 -6.45
H: -3.14 -1.61 -5.91
H: -2.09 -1.94 -7.34
H: -2.29 -0.26 -6.73
O: 0.99 -0.59 0.92
H: 1.11 1.05 -0.29
H: 2.67 0.06 -0.02
C: 1.26 -3.94 0.17
C: -1.03 -2.81 -0.54
H: -1.75 -3.55 -0.99
H: -1.34 -1.79 -0.88
H: -1.27 -2.78 0.54
H: 0.92 -3.80 1.22
H: 2.31 -3.54 0.21
H: 1.28 -5.06 -0.08
Tl: 0.26 -0.88 2.69
C: 1.70 2.25 4.70
C: 2.31 1.59 3.60
C: 1.99 2.32 2.42
H: 2.93 0.69 3.65
C: 1.16 3.41 2.80
C: 0.98 3.36 4.21
H: 0.36 4.04 4.79
H: 1.77 1.93 5.73
H: 2.33 2.10 1.41
H: 0.73 4.16 2.12
C: -2.76 1.46 3.49
C: -2.57 2.78 3.99
C: -2.09 3.59 2.91
H: -2.73 3.12 5.00
C: -1.99 2.76 1.75
C: -2.40 1.44 2.11
H: -2.45 0.58 1.45
H: -3.10 0.61 4.06
H: -1.84 4.64 2.97
H: -1.65 3.07 0.77
F: -1.24 -1.33 7.17
Te: -0.97 0.45 6.56
F: -1.13 0.98 8.37
F: -0.77 2.33 6.23
F: -2.86 0.73 6.45
F: 0.91 0.33 6.92
O: -0.79 0.02 4.78

Here are the Löwdin charges for atoms 1 to 5, given in e:
1. C -0.2590
2. C -0.0924
3. C -0.0517
4. C -0.2036
5. H 0.1200

Molecular formula: C23H30N2O2S
Method: DFT, the ωB97M-V functional and the def2-TZVPD basis

Its HOMO-LUMO gap is 9.4 eV. The relative energy (zero: lowest compared OMol25 entry of this formula, charge and spin) is 30.6 kcal per mole. Its SMILES is COCCN(C[C@@H]1CCCN(C2Cc3ccccc3C2)C1)C(=O)c1cccs1. The largest force on an atom comes out at 0.62 eV/Å. For the lowest unoccupied orbital energy, the calculation gives 0.7 eV.

Geometry (Å):
C: -3.27 -4.07 -0.30
O: -3.30 -2.93 0.52
C: -4.45 -2.13 0.31
C: -4.45 -0.96 1.30
N: -3.52 0.09 0.97
C: -2.12 -0.14 1.26
C: -1.16 0.09 0.08
C: -1.64 -0.56 -1.21
C: -0.59 -0.34 -2.29
C: 0.77 -0.86 -1.83
N: 1.18 -0.18 -0.61
C: 2.54 -0.52 -0.22
C: 3.57 -0.14 -1.30
C: 4.80 0.21 -0.52
C: 6.11 0.32 -0.96
C: 7.09 0.67 -0.04
C: 6.76 0.90 1.29
C: 5.45 0.79 1.73
C: 4.48 0.44 0.81
C: 3.00 0.26 1.03
C: 0.22 -0.48 0.45
C: -4.03 1.21 0.40
O: -5.19 1.30 0.05
C: -3.11 2.37 0.26
C: -2.50 3.09 1.24
C: -1.80 4.21 0.74
C: -1.90 4.33 -0.61
S: -2.87 3.08 -1.30
H: -4.14 -4.72 -0.11
H: -3.27 -3.79 -1.36
H: -2.36 -4.61 -0.06
H: -5.35 -2.73 0.46
H: -4.46 -1.75 -0.72
H: -5.45 -0.52 1.29
H: -4.23 -1.34 2.30
H: -2.04 -1.19 1.56
H: -1.80 0.48 2.10
H: -1.02 1.16 -0.10
H: -2.59 -0.13 -1.52
H: -1.78 -1.63 -1.04
H: -0.50 0.73 -2.49
H: -0.87 -0.84 -3.21
H: 1.51 -0.67 -2.60
H: 0.71 -1.95 -1.67
H: 2.63 -1.60 -0.01
H: 3.75 -0.95 -2.01
H: 3.22 0.74 -1.84
H: 6.36 0.14 -1.99
H: 8.11 0.76 -0.36
H: 7.54 1.17 1.99
H: 5.20 0.97 2.76
H: 2.79 -0.26 1.96
H: 2.51 1.24 1.05
H: 0.56 -0.01 1.37
H: 0.13 -1.57 0.62
H: -2.55 2.85 2.28
H: -1.25 4.90 1.36
H: -1.46 5.07 -1.25

Here are the Löwdin charges for atoms 1 to 5, given in e:
1. C -0.1148
2. O -0.2169
3. C -0.2016
4. C -0.1094
5. N -0.0388

Molecular formula: C23H30N2O6S
Method: DFT, the ωB97M-V functional and the def2-TZVPD basis

Its HOMO-LUMO gap is 9.2 eV. The relative energy (zero: lowest compared OMol25 entry of this formula, charge and spin) is 3.8 kcal per mole. Its SMILES is CCCC(=O)Nc1cc(C(=O)N(C)CC(OC)OC)ccc1S(=O)(=O)c1ccc(C)cc1. The largest force on an atom comes out at 0.78 eV/Å. For the lowest unoccupied orbital energy, the calculation gives 0.4 eV.

Geometry (Å):
C: 2.28 -3.13 -1.75
C: 2.59 -2.31 -3.00
C: 2.73 -0.81 -2.72
C: 1.39 -0.23 -2.29
O: 0.59 0.22 -3.08
N: 1.21 -0.30 -0.94
C: 0.13 0.16 -0.19
C: -1.00 0.75 -0.75
C: -1.99 1.26 0.06
C: -3.21 1.94 -0.51
O: -4.32 1.46 -0.35
N: -2.99 3.09 -1.18
C: -4.14 3.87 -1.59
C: -1.71 3.74 -1.31
C: -1.14 4.28 0.03
O: -2.21 4.46 0.90
C: -1.86 5.01 2.16
O: -0.20 3.41 0.63
C: 1.10 3.47 0.10
C: -1.92 1.13 1.45
C: -0.82 0.51 2.01
C: 0.19 0.04 1.20
S: 1.55 -0.82 1.99
O: 1.56 -0.53 3.40
O: 2.78 -0.55 1.26
C: 1.20 -2.57 1.75
C: 2.25 -3.46 1.83
C: 2.01 -4.81 1.64
C: 0.73 -5.27 1.37
C: 0.46 -6.73 1.18
C: -0.32 -4.36 1.30
C: -0.09 -3.00 1.49
H: 1.29 -2.89 -1.37
H: 2.31 -4.19 -1.98
H: 3.01 -2.93 -0.97
H: 3.53 -2.67 -3.43
H: 1.81 -2.47 -3.75
H: 3.03 -0.31 -3.64
H: 3.48 -0.64 -1.95
H: 2.01 -0.57 -0.38
H: -1.08 0.80 -1.83
H: -5.03 3.27 -1.40
H: -4.08 4.10 -2.66
H: -4.20 4.79 -1.02
H: -0.97 3.06 -1.74
H: -1.84 4.58 -1.99
H: -0.63 5.25 -0.16
H: -2.80 5.11 2.70
H: -1.18 4.35 2.70
H: -1.39 5.99 2.03
H: 1.49 4.50 0.12
H: 1.71 2.83 0.74
H: 1.14 3.10 -0.93
H: -2.71 1.53 2.06
H: -0.72 0.39 3.08
H: 3.24 -3.08 2.03
H: 2.83 -5.51 1.70
H: 0.08 -7.17 2.11
H: 1.37 -7.26 0.90
H: -0.29 -6.89 0.41
H: -1.32 -4.70 1.09
H: -0.90 -2.30 1.44

Here are the Löwdin charges for atoms 1 to 5, given in e:
1. C -0.1050
2. C -0.2329
3. C -0.1103
4. C -0.4622
5. O 0.0763